{"formula": "C36H57BBeF4N3O7", "method": "ωB97M-V/def2-TZVPD", "total_charge": 1, "relative_energy_kj_mol": 133.9, "total_energy_ev": -69005.2228, "species": ["Be", "B", "F", "F", "F", "F", "N", "C", "C", "C", "C", "C", "H", "H", "H", "H", "H", "N", "C", "C", "C", "C", "C", "H", "H", "H", "H", "H", "N", "C", "C", "C", "C", "C", "H", "H", "H", "H", "H", "C", "C", "O", "C", "H", "H", "H", "H", "H", "H", "C", "C", "O", "C", "H", "H", "H", "H", "H", "H", "C", "C", "O", "C", "H", "H", "H", "H", "H", "H", "C", "C", "O", "C", "H", "H", "H", "H", "H", "H", "C", "C", "O", "C", "H", "H", "H", "H", "H", "H", "C", "C", "O", "C", "H", "H", "H", "H", "H", "H", "C", "C", "O", "C", "H", "H", "H", "H", "H", "H"], "coordinates": [[-2.64311, -0.63840, -0.52376], [-0.21891, 0.29901, 0.31800], [-0.78184, -0.39168, 1.41220], [1.05845, 0.72547, 0.61265], [-0.28050, -0.60184, -0.74863], [-1.04742, 1.39115, 0.00401], [-2.20024, 0.44575, -2.67167], [-3.02736, 0.08169, -3.65580], [-2.82953, 0.41957, -4.98718], [-1.67475, 1.12055, -5.29338], [-0.80175, 1.51574, -4.29937], [-1.15211, 1.20874, -2.99466], [-3.95109, -0.41520, -3.37921], [-3.47177, 0.09363, -5.79135], [-1.45936, 1.36102, -6.32789], [0.11646, 2.06893, -4.43237], [-0.52421, 1.54838, -2.18167], [2.14813, -4.08416, 0.20363], [2.91538, -4.84588, 0.97590], [3.44292, -4.43711, 2.19259], [3.26723, -3.10884, 2.53799], [2.40473, -2.31062, 1.80123], [1.86140, -2.85594, 0.64349], [3.23467, -5.79564, 0.56049], [4.19007, -5.00624, 2.72825], [3.70471, -2.73786, 3.45790], [2.10454, -1.31338, 2.09555], [1.23733, -2.21576, 0.03049], [-3.94262, 1.47957, -0.61247], [-5.27174, 1.45275, -0.43542], [-6.05674, 2.58039, -0.55421], [-5.44556, 3.79899, -0.79830], [-4.06176, 3.85944, -0.90180], [-3.36538, 2.66543, -0.79455], [-5.70946, 0.50401, -0.15314], [-7.13158, 2.51703, -0.46518], [-5.99057, 4.73414, -0.77827], [-3.53394, 4.75215, -1.20211], [-2.28987, 2.65853, -0.88543], [-2.25218, -4.77855, 0.09827], [-2.00190, -3.65978, 1.05890], [-2.46873, -2.53523, 0.91891], [-1.14317, -3.95030, 2.25505], [-3.21218, -4.77451, -0.40978], [-2.15110, -5.67658, 0.71236], [-1.47773, -4.81850, -0.66825], [-1.73693, -4.46875, 3.01089], [-0.84059, -3.01160, 2.71489], [-0.30601, -4.53738, 1.87498], [-0.25502, -2.27630, -3.69616], [-1.26425, -2.98018, -2.84986], [-1.70379, -2.47783, -1.82733], [-1.96061, -4.16154, -3.49653], [-0.56919, -2.09626, -4.72529], [0.67374, -2.85063, -3.75925], [0.02145, -1.31099, -3.27609], [-2.61296, -4.62230, -2.75671], [-1.17424, -4.89079, -3.70629], [-2.52455, -3.86531, -4.37608], [2.84773, 2.65877, -2.45729], [2.19722, 3.96253, -2.07720], [2.58047, 5.01031, -2.53934], [1.23171, 3.96913, -0.90805], [3.86413, 2.59793, -2.06268], [2.94433, 2.50042, -3.53379], [2.34479, 1.75744, -2.09989], [1.70325, 4.37684, -0.01358], [0.91163, 2.94773, -0.70279], [0.39640, 4.61946, -1.16985], [0.49041, -2.80642, 5.66091], [0.09420, -1.36020, 5.83184], [0.18417, -0.78724, 6.89005], [-0.59297, -0.64188, 4.67660], [-0.39527, -3.40780, 5.44956], [0.93661, -3.11727, 6.60469], [1.22622, -2.99721, 4.87768], [-0.68912, 0.40650, 4.95135], [-1.57874, -1.01341, 4.39878], [0.08940, -0.71618, 3.82454], [-1.49185, 3.18208, 2.47605], [-1.54587, 4.57657, 3.05009], [-0.54316, 5.24689, 3.09942], [-2.87817, 5.07084, 3.57073], [-0.61537, 3.06896, 1.84143], [-2.40358, 2.93453, 1.93079], [-1.36170, 2.41058, 3.24093], [-2.98809, 6.14995, 3.60427], [-3.13439, 4.58969, 4.51603], [-3.64787, 4.70175, 2.88220], [2.63782, 2.36802, 2.90264], [3.89697, 2.46571, 2.06849], [4.78954, 3.23719, 2.31299], [3.90642, 1.61580, 0.81818], [1.76518, 2.33210, 2.25425], [2.55280, 3.20602, 3.59280], [2.65112, 1.47391, 3.53294], [3.08409, 1.69010, 0.11218], [3.90721, 0.58649, 1.19372], [4.78116, 1.82059, 0.19916], [5.17226, -1.09177, -3.53797], [3.74201, -1.01141, -3.04354], [2.78440, -1.00355, -3.78953], [3.49036, -0.80550, -1.57410], [5.63046, -2.07130, -3.40773], [5.68565, -0.29917, -2.99583], [5.14682, -0.93043, -4.61441], [4.20094, -0.05997, -1.21473], [3.67220, -1.71327, -0.99553], [2.46312, -0.48100, -1.43062]], "lowdin_charge": [1.015, -1.376, 0.118, 0.160, 0.123, 0.082, 0.046, -0.136, -0.037, -0.043, -0.013, -0.121, 0.113, 0.115, 0.121, 0.118, 0.100, 0.057, -0.157, -0.060, -0.076, -0.062, -0.175, 0.106, 0.108, 0.111, 0.096, 0.091, 0.043, -0.123, -0.042, -0.034, -0.017, -0.139, 0.111, 0.117, 0.121, 0.121, 0.093, -0.002, -0.433, 0.021, 0.014, 0.093, 0.097, 0.089, 0.109, 0.071, 0.093, -0.003, -0.438, 0.001, 0.006, 0.101, 0.101, 0.063, 0.067, 0.101, 0.098, -0.024, -0.480, 0.083, -0.006, 0.091, 0.090, 0.050, 0.100, 0.042, 0.088, -0.015, -0.489, 0.082, -0.023, 0.081, 0.086, 0.065, 0.075, 0.085, 0.060, -0.013, -0.487, 0.080, -0.017, 0.066, 0.062, 0.089, 0.085, 0.092, 0.067, -0.009, -0.484, 0.088, -0.039, 0.054, 0.089, 0.086, 0.037, 0.085, 0.084, -0.002, -0.480, 0.045, -0.020, 0.091, 0.084, 0.085, 0.066, 0.086, 0.066]}